# 1
# C21H18N2O4S

A structure of composition C21H18N2O4S in a non-equilibrium geometry (the ωB97M-V functional and the def2-TZVPD basis, the Open Molecules 2025 dataset).

Properties
* highest occupied orbital energy: -8.5 eV
* calculated total energy: -44070.32465 eV
* molar mass: 394.5 u
* E_LUMO: -0.0650 hartree
* frontier orbital gap: 6.74 eV
* energy relative to the best compared isomer or geometry (same formula, charge and spin): 152.6 kcal/mol
* net charge: 0

Geometry (Å):
C 1.757137 0.103315 -1.069249
H 0.114879 -1.999410 -1.920939
C -4.535828 -2.389223 -1.908750
H -4.540216 -3.377715 -1.467037
C 1.195268 -1.088121 -0.156706
C -5.746361 -1.564309 -1.691051
H 1.705850 1.915090 0.964334
N -0.111198 4.126483 1.546271
C 3.189194 -1.224679 2.919891
H 1.806528 -0.171331 -2.155924
H 1.992392 -1.821998 0.131659
H -6.656955 0.380954 -2.118300
C -0.128647 3.220541 0.487851
C -1.247148 3.339550 -0.547106
H -4.726135 1.239652 -3.430920
C -0.074301 -1.762478 -0.836302
C 3.629630 -1.886184 3.988731
C -1.381881 2.468687 -1.742911
C -3.520995 -0.573913 -3.206563
C -3.502423 -1.929298 -2.611594
O 5.264891 -2.076541 5.668372
N -2.089669 4.378960 -0.180217
H 0.794700 -0.566782 0.765391
C 3.917977 -0.050179 2.390059
C 4.865318 -1.474509 4.693415
H 2.765971 0.454828 -0.729050
H 5.672209 1.223094 2.693251
C 5.153136 0.361680 3.094350
C 0.863045 2.121699 0.262845
H -0.409228 0.681747 -2.769006
H -0.322808 -2.670244 -0.224894
H -2.204432 2.558366 -2.486538
S -1.466695 5.049518 1.192691
H -0.962560 -1.062304 -0.803336
C -5.764399 -0.208453 -2.286402
C -0.397234 1.417200 -1.930330
H 6.495319 -0.012324 4.689449
C 5.593779 -0.299531 4.163081
O -2.578841 -0.154677 -3.849269
H 2.288065 -1.511462 2.394016
O -6.687016 -1.983330 -1.048759
C -4.730742 0.251030 -2.989180
H -2.609464 -2.518440 -2.779729
C 0.700394 1.277387 -0.907999
H 3.110264 -2.747423 4.389709
O 3.519232 0.555076 1.412695

Forces on atoms 1 to 2 (eV/Å):
C -1.20 0.46 0.45
H -0.14 -0.06 1.13



# 2
# C21H19AsBF6MoN9O

A structure of composition C21H19AsBF6MoN9O in a non-equilibrium geometry (the ωB97M-V functional and the def2-TZVPD basis, the Open Molecules 2025 dataset).

Properties
* highest occupied orbital energy (spin up / spin down): -16.8 / -17.5 eV
* calculated total energy: -117192.33643 eV
* molar mass: 709.1 u
* E_LUMO (spin up / spin down): -0.4305 / -0.4256 hartree
* spin multiplicity: 4
* frontier orbital gap (spin up / spin down): 5.12 / 5.90 eV
* energy relative to the best compared isomer or geometry (same formula, charge and spin): 0.0 kcal/mol
* <S²>: 3.9401
* net charge: +3

Geometry (Å):
H -3.731262 0.395347 -0.065793
H -4.412087 -1.448421 -0.155310
C 4.699655 -6.242792 3.954737
H 3.137526 -2.754660 3.307792
N 0.577025 1.814557 3.735018
H -0.381378 -3.066462 0.236846
C 2.576437 -1.913685 0.499677
C 3.704192 -4.220807 4.779453
F 0.342603 1.965656 -1.234302
F 2.536028 0.449168 -3.558719
H 4.888695 -6.373630 1.830455
C 3.933576 -3.988551 0.984033
N 2.717642 -3.207182 0.715270
C 3.258301 -3.431662 5.864433
H 4.786622 -3.350190 0.751143
H 0.603647 1.421104 9.605380
C 1.463891 -0.136576 8.415589
F 0.445353 -0.121178 -2.304279
C 3.573109 -3.733595 3.464636
B -4.001256 -0.693177 0.668553
O 2.656177 -2.242688 5.653716
C 2.381662 -1.800677 6.898101
C 0.397588 1.809943 7.509973
H 3.926896 -4.816758 0.277817
C -0.090272 1.173476 2.794100
F 2.261033 0.673519 -1.038854
H 3.385221 -1.200458 0.477848
C 0.803658 1.063123 8.605283
H -4.501631 -0.435918 1.710340
H 2.742308 1.757504 1.465445
N 1.275141 -1.659018 0.278433
C 0.639603 1.377131 6.193102
N 2.804528 -2.684221 7.817731
C 1.303823 0.196181 5.992128
H 1.788478 -0.739602 9.253271
C 0.674272 -2.898057 0.373710
N 0.706534 1.033622 1.723803
N 1.523415 -3.839220 0.646662
As 1.494558 1.367892 -2.649175
N 1.826590 2.118219 3.314655
C -2.594495 -0.420786 0.500077
H 0.457669 3.271657 5.182197
Mo 0.362909 0.188910 -0.180440
H -1.108791 0.834099 2.886867
H -0.117330 2.749260 7.677370
C 4.000164 -4.496462 2.407116
H 5.135433 -7.218010 4.120450
H 1.524837 -0.163600 4.996252
H 4.372950 -5.838585 6.043358
C 4.277271 -5.481599 5.026425
N 3.342573 -3.693090 7.178753
C 0.124941 2.241030 5.062879
C 4.557713 -5.759529 2.659774
F 0.400440 1.907743 -3.771508
H -0.965528 2.239217 5.047942
C 1.879155 1.651075 2.104247
C 1.716736 -0.571037 7.103266
F 2.415848 2.734693 -2.432199
N -1.425570 -0.196775 0.241008

Forces on atoms 1 to 2 (eV/Å):
H 0.90 0.17 0.05
H -0.14 0.09 -0.02



# 3
# C21H19AsCl3MoN3O2S2

A structure of composition C21H19AsCl3MoN3O2S2 in a non-equilibrium geometry (the ωB97M-V functional and the def2-TZVPD basis, the Open Molecules 2025 dataset).

Properties
* highest occupied orbital energy (spin up / spin down): -14.4 / -14.3 eV
* calculated total energy: -152569.13726 eV
* molar mass: 686.8 u
* E_LUMO (spin up / spin down): -0.2785 / -0.2736 hartree
* frontier orbital gap (spin up / spin down): 6.77 / 6.82 eV
* energy relative to the best compared isomer or geometry (same formula, charge and spin): 0.0 kcal/mol
* net charge: +2

Geometry (Å):
H 2.728549 0.114460 -0.301840
H -4.672197 -1.148814 -1.802191
S -2.586816 0.691453 -1.179873
C 0.012454 -1.350987 4.061886
Mo -0.768338 1.794161 -0.252770
H -1.297315 -0.438575 2.632099
H 0.062331 -2.488701 -2.467447
C 3.533802 -0.826285 -2.053749
C -2.675816 -1.070177 -0.993150
C -0.359532 -0.965560 2.782963
C -3.939002 -3.083132 -1.210712
C 3.288021 -1.691902 -3.114111
C 0.443442 2.111830 1.895499
C -2.886424 -3.802353 -0.660298
O 1.047550 1.603468 0.950440
C 2.045703 -2.285575 -3.262604
C -0.254141 4.412928 -1.956207
C 1.667116 -1.966392 1.889516
H 1.861548 -2.958986 -4.087796
C 2.022267 -2.349174 3.181229
H 1.492618 -2.340637 5.251564
C -3.847228 -1.707080 -1.383227
C 2.533238 -0.552936 -1.136251
Cl 2.493661 1.421199 3.472044
H -2.975791 -4.870542 -0.523679
C 0.472949 -1.276664 1.706075
As -0.093329 -0.744935 -0.028566
O -0.804285 2.359716 1.702796
H -2.831402 3.120755 -1.490883
H 2.312892 -2.207094 1.053580
C 1.204139 -2.039560 4.253852
H 1.248016 5.251511 -3.007141
N 0.298537 5.363079 -2.682131
H 2.943907 -2.890702 3.342954
Cl 1.714119 4.159684 2.875023
H 4.508075 -0.371591 -1.941351
N -2.133366 3.490676 -0.838201
C -1.717021 -3.154838 -0.281220
H 4.073511 -1.905700 -3.825300
C 1.032460 -2.021117 -2.349150
H -0.171568 6.226461 -2.917184
S 0.685802 2.987668 -1.621832
Cl 0.002358 2.466860 4.517162
N -1.485519 4.583347 -1.469147
C 1.145967 2.502909 3.196493
H -2.623957 3.827943 -0.006775
H -0.623976 -1.117914 4.903661
C -1.620923 -1.780392 -0.461208
H -2.053188 5.383125 -1.725185
H -4.845758 -3.592009 -1.503151
H -0.893935 -3.711912 0.151725
C 1.285796 -1.161003 -1.286231

Forces on atoms 1 to 2 (eV/Å):
H -0.01 -0.05 -0.06
H -0.03 0.03 -0.01



# 4
# C21H19FN2O5S2

A cluster of 2 separate species, C21H19FN2O5S2 in total in a non-equilibrium geometry (the ωB97M-V functional and the def2-TZVPD basis, the Open Molecules 2025 dataset).

Properties
* highest occupied orbital energy: -5.6 eV
* calculated total energy: -59683.90025 eV
* molar mass: 462.5 u
* E_LUMO: -0.0822 hartree
* frontier orbital gap: 3.41 eV
* net charge: 0

Geometry (Å):
C 3.914547 3.656480 0.544713
C 1.901095 0.714781 1.585103
S 0.018365 0.435066 -3.727894
S -1.620706 -1.761268 -2.359208
C -0.697107 -0.853297 -4.759252
H -0.170868 1.774609 2.856419
C -0.798015 -3.344283 4.136393
H 0.316049 2.380478 0.122790
H -2.124011 0.680664 5.963050
H 0.061007 -0.077705 -6.587346
C -2.006037 -2.845229 -4.883352
C 0.660213 0.142589 1.562846
C -0.833235 -0.154981 -2.265796
H 0.972918 4.506937 -0.869332
O 0.781469 -2.154929 2.114680
O 1.494858 0.153778 -3.695906
H -1.705049 2.171514 3.624872
H -0.263212 -3.776018 4.980269
C -1.431813 -1.836696 -4.147548
C -1.102742 -1.862648 -6.870255
O -0.534260 1.734797 -4.249417
C 2.247499 1.961680 0.976202
H -2.576803 -3.613860 -4.381287
C -0.547228 -0.879224 3.542207
O -0.761396 -2.891559 -1.866229
C -1.842395 -2.853375 -6.253423
C 0.308542 -1.034331 2.373228
N -0.988340 -1.912086 4.340453
H 2.655386 0.228320 2.178046
H -2.307741 -3.626638 -6.845076
H 4.268401 1.892928 1.682129
H -1.765643 -3.832991 4.044261
C 1.323055 2.733176 0.250042
O -3.105993 -1.706440 -2.122963
C 1.693206 3.929026 -0.313484
H -0.225224 -3.523485 3.229517
F -0.890207 0.568730 -1.181767
C 2.989301 4.393364 -0.173723
N -0.970379 0.290991 4.147716
H -0.116102 0.615497 0.983847
H -2.156911 -1.966293 6.190662
C -1.673273 -0.035644 5.295014
C -0.522645 -0.858703 -6.121605
C 3.552158 2.462783 1.116808
C -1.687327 -1.385840 5.413255
H 3.280198 5.325227 -0.627501
H -0.992426 -1.863617 -7.943364
H -0.199446 2.193423 4.564244
H 4.922342 4.020225 0.655114
C -0.744074 1.684078 3.771849

Forces on atoms 1 to 2 (eV/Å):
C 0.14 0.35 -0.13
C -1.96 -1.69 0.46



What is the formula in the second record?
C21H19AsBF6MoN9O